[1]
53
Properties=species:S:1:pos:R:3:forces:R:3:lowdin_charge:R:1 method="wB97M-V/def2-TZVPD" multiplicity=2 total_charge=-1 s2=0.76
Cu 0.391 1.896 -1.247 0.3 0.5 -0.1 -0.0154
S 2.631 1.909 -1.800 -0.1 0.0 0.0 0.5975
C 2.929 3.639 -1.846 0.1 0.1 -0.1 -0.6938
C 4.245 4.123 -1.888 -0.1 0.0 0.0 -0.1500
C 4.523 5.481 -1.866 0.0 -0.1 0.0 -0.1322
C 3.476 6.396 -1.802 -0.1 0.0 0.0 -0.1326
C 2.169 5.936 -1.781 0.0 -0.1 0.0 -0.1490
C 1.868 4.564 -1.831 0.1 0.2 -0.1 -0.6859
S 0.189 4.055 -1.914 0.1 0.1 0.2 0.6220
H 5.052 3.399 -1.924 0.0 0.0 0.0 0.0856
H 5.552 5.826 -1.888 -0.1 0.0 0.0 0.0860
H 3.681 7.462 -1.765 0.0 -0.1 0.0 0.0864
H 1.340 6.635 -1.727 0.1 0.0 0.0 0.0865
Cl -2.884 2.776 -1.232 0.0 0.0 0.0 0.6500
C -2.153 2.448 0.320 -0.1 0.1 0.1 -0.7114
C -0.824 2.052 0.351 -0.1 -0.2 0.1 -0.2989
C -0.338 1.703 1.605 -0.1 0.1 0.1 -0.6994
Cl 1.292 1.091 1.723 0.0 0.0 0.0 0.6531
C -1.104 1.764 2.772 0.1 0.0 0.0 -0.7104
Cl -0.445 1.302 4.306 0.0 0.0 -0.1 0.6362
C -2.428 2.186 2.694 0.0 0.0 0.0 -0.7127
Cl -3.409 2.262 4.118 0.1 0.0 -0.1 0.6432
C -2.963 2.521 1.451 0.0 0.0 0.0 -0.7042
Cl -4.627 2.984 1.337 0.1 0.0 0.0 0.6469
C -1.277 -3.444 3.711 0.1 -0.1 -0.1 -0.1075
C -0.953 -4.732 2.958 0.0 0.1 0.1 -0.2977
S -1.600 -4.759 1.302 0.0 0.1 -0.1 0.6373
O -1.500 -6.104 0.790 0.0 0.1 0.1 -0.3116
O -2.872 -4.073 1.286 0.0 -0.2 0.0 -0.3152
C -0.445 -3.736 0.419 -0.1 0.0 -0.2 -0.1997
C -0.972 -3.463 -0.994 0.3 0.1 0.2 -0.1297
N -0.333 -2.261 -1.531 0.1 -0.2 -0.1 0.0528
C -0.756 -1.000 -1.303 0.0 0.3 0.0 -0.2721
N 0.077 -0.108 -1.840 -0.2 -0.4 0.1 0.0711
C 1.062 -0.812 -2.458 0.1 0.1 0.0 -0.0438
C 0.835 -2.138 -2.272 0.1 -0.1 0.2 -0.1275
N 1.675 -3.220 -2.672 -1.0 0.0 -0.5 -0.3447
O 1.445 -4.329 -2.213 0.1 -0.3 0.5 0.0614
O 2.498 -2.992 -3.523 0.6 0.2 -0.1 0.1038
C -1.997 -0.671 -0.550 0.1 0.0 -0.1 0.0327
H -1.042 -3.564 4.768 0.0 0.0 0.0 0.0781
H -2.333 -3.203 3.616 0.0 0.0 0.0 0.0750
H -0.698 -2.597 3.337 0.0 0.0 0.0 0.0741
H -1.403 -5.617 3.409 0.0 0.0 0.1 0.1038
H 0.121 -4.907 2.851 -0.1 -0.1 0.1 0.1046
H 0.515 -4.252 0.396 0.0 0.1 0.0 0.1116
H -0.364 -2.803 0.985 0.0 0.0 -0.1 0.1100
H -2.041 -3.294 -0.969 -0.1 0.0 0.0 0.1082
H -0.770 -4.301 -1.643 0.0 -0.1 -0.1 0.1215
H 1.889 -0.336 -2.965 -0.1 0.0 0.1 0.0790
H -2.652 -1.530 -0.435 0.0 0.0 0.0 0.0789
H -2.530 0.125 -1.069 0.0 0.0 0.0 0.0619
H -1.744 -0.293 0.441 0.0 -0.1 0.0 0.0866

=====

[2]
13
Properties=species:S:1:pos:R:3:forces:R:3:lowdin_charge:R:1 method="wB97M-V/def2-TZVPD" multiplicity=1 total_charge=+1
C 1.998 -0.478 -0.164 1.0 1.1 1.3 -0.5885
C -1.149 1.086 0.167 -1.7 0.8 -1.9 -0.8381
C 1.675 -1.714 -0.725 -1.1 1.0 -2.7 -0.0630
N -2.489 1.371 0.438 0.1 0.3 1.4 0.0571
N -0.379 0.134 0.471 0.2 1.2 -0.4 0.0022
S 2.536 0.625 0.673 0.4 0.3 -0.4 1.1306
Cl -0.561 2.172 -1.126 -0.1 -0.4 0.4 0.6248
H 2.291 -1.921 -1.634 -0.8 0.1 0.5 0.1499
H 0.575 -1.686 -0.833 0.5 -0.3 -0.6 0.1224
H 1.880 -2.392 0.015 0.7 -2.1 1.9 0.0881
H -2.698 1.161 1.414 -0.3 -0.3 -0.4 0.1022
H -3.135 2.148 0.096 2.2 -1.2 0.1 0.1423
H -0.542 -0.505 1.208 -1.1 -0.5 0.9 0.0700

=====

[3]
8
Properties=species:S:1:pos:R:3:forces:R:3:lowdin_charge:R:1 method="wB97M-V/def2-TZVPD" multiplicity=1
C -1.167 0.034 0.076 -0.9 2.1 -1.7 -0.2995
C -0.730 -1.131 -0.252 0.5 0.3 4.3 -0.0310
N -1.762 1.086 0.232 0.1 0.7 1.0 0.1369
F 3.148 1.410 -0.273 -0.1 -0.6 0.2 -0.5864
P 2.909 -0.110 0.233 0.1 0.6 -0.2 0.6218
H -0.430 -1.628 0.658 0.1 -0.6 0.2 0.0561
H -0.634 -1.680 -1.081 0.2 -1.2 -3.4 0.0115
H -1.334 2.019 0.406 0.0 -1.3 -0.4 0.0907

=====

[4]
39
Properties=species:S:1:pos:R:3:forces:R:3:lowdin_charge:R:1 method="wB97M-V/def2-TZVPD" multiplicity=1 total_charge=-1
O 4.029 -1.164 1.359 0.5 0.0 0.5 0.1200
C 3.081 -0.638 0.835 -0.3 0.2 -0.3 -0.2985
C 3.181 0.270 -0.341 -0.2 -0.1 -0.1 -0.0983
C 4.203 1.189 -0.502 0.2 0.2 -0.2 -0.0215
C 4.193 2.032 -1.609 -0.2 -0.1 0.0 -0.0774
C 3.169 1.946 -2.545 -0.2 -0.1 0.0 -0.0543
C 2.155 1.005 -2.407 0.0 -0.4 0.1 -0.0075
C 2.169 0.166 -1.300 0.4 0.4 0.1 -0.0787
C 1.119 -0.863 -1.087 0.0 0.3 0.3 -0.2825
O 0.719 -1.559 -1.979 -0.3 -0.4 -0.4 0.1443
C 0.666 -0.961 0.342 -0.1 0.1 0.1 -0.0160
C 1.678 -0.855 1.298 -0.4 0.0 0.1 -0.0810
C 1.362 -0.918 2.649 -0.1 -0.1 0.1 -0.0048
C 0.037 -1.065 3.022 -0.2 0.1 -0.2 -0.0197
C -0.993 -1.143 2.077 0.1 -0.4 -0.1 -0.0323
B -2.487 -1.240 2.564 -0.1 0.3 -0.5 -0.6298
O -3.034 -2.364 3.120 0.4 0.3 0.7 0.1796
O -3.302 -0.133 2.426 0.0 -0.4 -0.2 0.1623
C -0.680 -1.110 0.711 0.5 -0.5 0.0 -0.1088
C -1.728 -1.191 -0.358 -0.1 0.5 -0.4 -0.1306
C -1.989 0.231 -0.964 -0.9 -1.1 -0.2 -0.2901
C -3.518 0.428 -1.094 1.2 0.3 0.7 -0.5865
S -4.004 2.143 -1.416 -0.3 0.1 -0.4 0.6641
H 4.997 1.277 0.226 0.0 -0.1 0.1 0.1126
H 4.973 2.771 -1.720 0.1 0.1 0.0 0.0955
H 3.118 2.609 -3.397 0.1 0.1 0.0 0.1060
H 1.330 0.920 -3.108 0.0 0.2 -0.1 0.0140
H 2.135 -0.832 3.399 0.1 -0.1 0.0 0.1155
H -0.232 -1.104 4.069 0.1 0.0 0.1 0.1122
H -3.813 -2.100 3.624 -0.3 -0.2 -0.3 0.1071
H -2.973 0.408 1.698 0.0 0.3 0.3 0.0858
H -2.655 -1.648 -0.002 0.0 0.1 0.3 0.1123
H -1.393 -1.828 -1.167 0.1 -0.2 0.0 0.1096
H -1.570 0.985 -0.296 0.1 0.2 -0.2 0.1063
H -1.564 0.272 -1.988 0.1 0.5 0.8 -0.0557
H -3.850 -0.204 -1.912 -0.4 0.2 -0.2 0.0789
H -3.984 0.098 -0.166 -0.4 -0.1 -0.1 0.0408
H -3.512 2.723 -0.310 0.1 -0.3 0.1 -0.1650
Cl -1.036 1.448 -3.751 0.2 0.1 -0.5 -0.4278

=====

Table of energy (Eh), in record order: -6373.58938, -1085.46834, -573.84682, -1841.21248